Record 1
C4H3NS | ωB97M-V/def2-TZVPD

Each line ends with the natural charge from an NBO analysis.
Positions of all 9 atoms, in Å:
C  1.067  -0.048  0.308  -0.187
C  -0.159  -1.003  0.037  -0.289
C  -1.274  -0.412  -0.138  -0.046
C  0.313  1.180  0.086  0.000
H  0.045  -2.134  -0.081  0.229
H  -2.358  -0.923  -0.057  0.246
H  0.676  2.250  0.157  0.222
N  -0.970  1.062  -0.179  -0.378
S  2.658  0.029  -0.134  0.203

Force components x, y, z for each atom (eV/Å):
C -1.08 -0.09 -3.33
C 5.61 -5.78 0.85
C -3.56 2.17 0.54
C -3.02 3.31 0.72
H -0.50 1.99 0.63
H 2.73 1.75 -0.81
H 0.03 -1.59 -0.18
N 1.23 -0.81 0.52
S -1.45 -0.96 1.05

As for the LUMO energy: -2.139 eV. The spin multiplicity is 1. For the energy, the calculation gives -607.0396 Eh. The energy above the lowest of the compared OMol25 structures with the same formula, charge and spin comes out at 1.860 eV.

Record 2
H42NiO33S3Zn | ωB97M-V/def2-TZVPD

Each line ends with the Mulliken charge.
Positions of all 80 atoms, in Å:
Zn  3.485  3.315  1.776  0.456
Ni  0.006  0.188  0.459  2.052
S  -3.165  -0.483  1.230  1.445
O  -4.368  0.172  0.723  -0.971
O  -3.217  -1.902  0.841  -1.037
O  -1.939  0.112  0.685  -0.154
O  -3.143  -0.393  2.713  -0.713
S  3.340  0.572  0.231  1.702
O  3.564  2.017  0.446  -0.082
O  3.942  -0.235  1.271  -0.790
O  1.912  0.236  0.176  -1.182
O  3.904  0.210  -1.066  -1.097
S  0.653  2.149  3.048  1.210
O  1.595  2.907  2.228  0.028
O  0.052  1.129  2.135  -0.965
O  1.393  1.483  4.138  -0.968
O  -0.351  3.021  3.580  -0.717
O  3.914  3.667  -1.925  -0.736
H  4.761  3.253  -2.088  0.353
H  3.467  3.069  -1.325  0.307
O  -0.076  4.887  -0.379  -0.663
H  -0.376  5.236  -1.219  0.258
H  -0.879  4.738  0.120  0.316
O  -0.668  -3.329  -1.684  -0.464
H  -1.220  -3.847  -1.098  0.230
H  -0.995  -3.529  -2.561  0.238
O  0.057  -0.875  -1.330  1.137
H  -0.316  -1.757  -1.308  -0.100
H  0.999  -1.015  -1.426  -0.374
O  0.991  -1.202  -4.323  -0.756
H  1.226  -1.510  -3.448  0.216
H  0.962  -0.249  -4.243  0.426
O  2.644  4.853  0.736  -0.230
H  2.952  5.594  0.214  0.276
H  1.700  4.825  0.581  0.323
O  -2.108  -4.361  0.580  -0.733
H  -2.923  -4.850  0.696  0.281
H  -2.353  -3.448  0.733  0.480
O  3.778  -2.989  1.533  -0.557
H  4.358  -3.304  0.840  0.222
H  2.903  -3.265  1.258  0.332
O  2.642  -1.792  -2.246  -0.632
H  3.429  -2.306  -2.429  0.247
H  2.952  -1.065  -1.705  0.225
O  1.405  -3.984  0.413  -0.680
H  1.136  -4.891  0.562  0.238
H  1.212  -3.825  -0.511  0.199
O  -2.976  -3.096  3.337  -0.543
H  -3.241  -4.010  3.445  0.273
H  -3.167  -2.897  2.421  0.289
O  -2.691  2.683  2.292  -0.675
H  -2.171  2.150  1.690  0.092
H  -3.593  2.401  2.142  0.331
O  -2.122  2.464  -2.876  -0.571
H  -2.298  2.908  -2.046  0.231
H  -1.988  3.174  -3.504  0.241
O  1.085  1.438  -3.439  -0.579
H  1.932  1.830  -3.651  0.234
H  0.449  1.964  -3.924  0.231
O  -0.834  -1.015  3.983  -0.641
H  -0.330  -0.234  3.754  0.169
H  -0.375  -1.386  4.736  0.206
O  -1.985  0.024  -3.223  -0.869
H  -2.211  0.947  -3.107  0.410
H  -1.106  -0.056  -2.852  0.091
O  0.204  -1.767  1.460  -0.261
H  -0.426  -1.849  2.176  0.118
H  0.484  -2.665  1.283  0.123
O  -3.657  -2.131  -2.077  -0.642
H  -3.888  -2.464  -1.210  0.351
H  -2.801  -1.720  -1.955  0.226
O  -4.461  0.824  -1.915  -0.769
H  -4.292  0.509  -1.026  0.501
H  -3.677  0.581  -2.408  0.372
O  -0.150  1.916  -0.755  0.693
H  -0.237  2.817  -0.446  -0.127
H  -0.064  1.996  -1.705  -0.149
O  2.733  -0.963  3.675  -0.512
H  2.285  -1.503  4.326  0.224
H  2.334  -0.097  3.766  0.337

Force components x, y, z for each atom (eV/Å):
Zn -2.90 -1.51 -0.17
Ni -0.59 -1.01 0.24
S -1.46 0.09 4.86
O -0.15 0.77 -1.07
O 0.31 -2.23 -1.04
O 0.70 1.02 -1.62
O -0.01 0.11 -1.99
S 0.06 -6.26 1.36
O 0.91 3.32 -0.29
O 0.52 1.73 0.04
O 0.41 1.10 -0.57
O 0.54 1.07 -1.42
S -2.33 -2.97 2.98
O 3.69 2.89 -2.32
O 0.27 1.04 1.19
O 0.28 0.01 -0.61
O -0.06 0.85 -0.14
O 0.01 0.85 -0.50
H 0.10 -0.30 0.02
H -0.13 -0.62 0.51
O 0.33 0.02 -0.06
H 0.05 0.12 -0.25
H -0.40 -0.07 0.69
O 0.63 -0.41 -0.37
H -0.67 -0.30 0.91
H -0.13 0.24 -0.37
O -0.04 1.32 -0.18
H -0.58 -0.85 0.03
H 0.47 -0.03 0.04
O -0.42 -0.47 -1.06
H 0.42 -0.06 0.22
H -0.02 0.16 0.23
O 0.97 0.74 0.15
H 0.44 -0.01 -0.21
H -1.06 -0.58 0.16
O 0.73 -1.43 -0.55
H -0.15 -0.02 -0.03
H -0.41 1.62 0.21
O 0.62 -0.41 0.46
H 0.07 0.05 -0.20
H -0.36 0.06 -0.15
O -0.65 -1.27 -0.41
H 0.06 -0.04 -0.01
H 0.90 1.12 0.67
O 0.20 -0.40 0.14
H -0.19 -0.20 0.18
H -0.22 0.36 -0.56
O 0.13 -0.79 1.05
H -0.02 -0.30 0.04
H -0.20 0.95 -0.63
O -0.31 1.28 -0.17
H 0.23 -0.75 0.08
H -0.21 -0.53 -0.13
O 0.49 1.65 -0.18
H -0.43 -0.30 0.60
H -0.16 0.11 -0.36
O -0.23 0.24 0.10
H 0.51 0.06 0.18
H -0.36 0.06 -0.24
O -0.04 -0.64 0.24
H 0.14 0.57 -0.24
H 0.15 -0.08 0.18
O -0.08 -1.04 -0.75
H 0.19 0.00 -0.07
H 0.42 -0.31 0.37
O -0.11 0.41 -0.31
H -0.60 0.44 0.89
H 0.37 -0.18 -0.42
O -0.21 -0.75 -0.74
H 0.04 0.29 0.64
H 0.12 0.41 0.07
O -0.35 1.06 -1.17
H -0.13 -0.38 1.28
H -0.23 -0.57 0.07
O -0.25 0.44 0.05
H 0.18 0.10 0.46
H 0.25 -0.53 -0.35
O 0.62 -0.78 0.22
H -0.20 -0.06 0.08
H -0.48 0.74 0.02

As for the LUMO energy (alpha / beta): 1.608 / 1.610 eV. The spin multiplicity is 3. For the energy, the calculation gives -6990.5209 Eh. Its charge is -2. As for the expectation value of S²: 2.003.

Record 3
C3H11NP | ωB97M-V/def2-TZVPD

Each line ends with the natural charge from an NBO analysis.
Positions of all 16 atoms, in Å:
C  0.603  0.911  3.160  -0.762
C  0.335  -1.472  -2.627  -0.869
C  0.385  0.730  1.721  0.360
N  -0.870  0.656  1.222  -0.614
P  -0.463  0.178  -2.775  0.215
H  -0.166  1.421  3.643  0.265
H  1.580  1.360  3.440  0.295
H  0.720  -0.013  3.811  0.320
H  1.257  -1.488  -3.038  0.233
H  -0.329  -2.196  -3.075  0.242
H  0.326  -1.661  -1.460  0.198
H  1.115  0.501  0.991  0.235
H  -1.713  -0.397  -3.044  -0.008
H  -1.660  0.458  1.843  0.441
H  -0.917  0.434  0.241  0.442
H  -0.202  0.578  -4.054  0.007

Force components x, y, z for each atom (eV/Å):
C 2.47 -1.18 0.88
C -3.18 0.04 3.42
C -4.46 -0.99 0.22
N 3.62 -0.44 1.78
P -0.48 -0.04 1.41
H -1.45 1.13 0.53
H -0.58 0.20 -0.74
H -0.35 0.22 -1.40
H 3.11 -0.28 -1.00
H 0.21 -0.36 -0.12
H 0.43 0.04 -2.37
H 1.13 0.42 -0.57
H -0.36 0.39 -0.11
H 0.15 0.67 -0.35
H -0.50 0.07 -0.58
H 0.25 0.12 -1.01

As for the LUMO energy: -5.605 eV. The spin multiplicity is 1. For the energy, the calculation gives -516.6887 Eh. The energy above the lowest of the compared OMol25 structures with the same formula, charge and spin comes out at 3.429 eV. Its charge is +1.

Record 4
C2H3N3O | ωB97M-V/def2-TZVPD

Each line ends with the natural charge from an NBO analysis.
Positions of all 9 atoms, in Å:
O  -1.903  0.713  -0.985  -0.532
C  -1.530  0.075  -0.039  0.486
N  0.831  0.783  0.492  -0.596
C  1.210  -0.256  -0.110  0.207
N  0.328  -1.402  -0.226  -0.136
N  -0.887  -1.207  -0.166  -0.114
H  1.561  1.492  0.545  0.369
H  2.200  -0.460  -0.523  0.177
H  -1.810  0.262  1.012  0.139

Force components x, y, z for each atom (eV/Å):
O 0.19 -0.33 0.42
C -0.10 0.31 -0.30
N 0.22 -0.38 -0.19
C -0.04 0.40 0.14
N -0.44 0.05 0.06
N 0.39 -0.07 -0.03
H -0.05 -0.06 0.02
H -0.14 0.07 0.01
H -0.02 0.01 -0.12

As for the LUMO energy: -0.804 eV. The spin multiplicity is 1. For the energy, the calculation gives -317.4296 Eh. The energy above the lowest of the compared OMol25 structures with the same formula, charge and spin comes out at 2.794 eV.

Question: The highest energy belongs to which entry?
Answer: C2H3N3O

Question: Which of these has the lowest energy?
Answer: H42NiO33S3Zn